Entry 1:
# C14H42BO24

A cluster of 12 separate species, C14H42BO24 in total in a non-equilibrium geometry (wB97M-V/def2-TZVPD, the Open Molecules 2025 dataset).

XYZ file:
```
81
Properties=species:S:1:pos:R:3
O 1.7962 -0.5694 -2.8619
C 1.1315 -0.1070 -1.9601
O -0.0803 -0.3946 -1.7193
B -0.5959 0.1429 -0.4451
O 0.5663 0.9032 0.0087
C 1.5397 0.8342 -0.8508
O 2.6083 1.4432 -0.7483
O -0.9167 -0.8491 0.5765
C -2.0679 -0.8126 0.8914
O -2.5678 -1.5592 1.7639
C -2.7771 0.3739 0.1044
O -1.8366 0.9413 -0.6518
O -3.9450 0.6540 0.1955
O -4.6815 -0.4807 -2.7798
H -5.1725 0.1347 -3.3242
H -4.8734 -0.2123 -1.8813
O -6.6891 0.4610 0.7908
H -7.0017 1.1624 1.3623
H -5.7461 0.6103 0.7215
O -0.8968 1.3395 -4.5938
H -1.1514 0.7977 -3.8469
H -0.6888 2.1922 -4.2119
O 0.8607 -3.5060 -3.9115
H 1.5777 -4.1300 -4.0240
H 1.2241 -2.8217 -3.3494
O -4.2371 -1.2254 4.0127
H -3.5279 -1.3828 3.3893
H -5.0026 -1.0492 3.4658
O 6.0968 0.6714 -0.5581
H 6.3149 1.0117 -1.4258
H 5.5361 1.3435 -0.1706
C 5.1020 -0.4584 -6.1522
C 3.7726 -0.6873 -5.4194
O 3.9681 -1.3651 -4.2311
O 4.8823 0.6221 -7.0978
H 5.5212 -1.3867 -6.5401
H 5.9030 -0.2093 -5.4562
H 3.1224 -1.3027 -6.0412
H 3.2708 0.2619 -5.2318
H 3.2419 -1.1082 -3.6581
H 5.3212 0.3995 -7.9221
C 0.7257 -1.7573 3.4353
C 1.9100 -0.8094 3.5570
O 2.2462 0.0790 2.4508
O 0.8302 -2.4299 2.2322
H -0.2209 -1.2413 3.5958
H 0.7603 -2.4433 4.2817
H 2.8407 -1.3087 3.8263
H 1.6967 -0.2593 4.4735
H 1.7152 -0.1634 1.6887
H 0.0093 -2.8668 1.9937
C 3.4241 4.5745 0.1390
C 4.0997 3.8694 1.3321
O 4.3510 2.5384 0.9107
O 2.0511 4.3533 0.0803
H 3.8791 4.1856 -0.7720
H 3.4555 5.6589 0.2449
H 3.3608 4.0340 2.1163
H 5.0512 4.3776 1.4886
H 3.5094 2.1585 0.6480
H 1.6512 5.1386 0.4609
C -0.8525 4.2112 1.4882
C -2.3147 4.3707 2.2849
O -2.1935 4.6691 3.6727
O -1.2087 3.7253 0.1606
H -0.1499 3.5141 1.9448
H -0.4109 5.2057 1.4234
H -2.7665 3.3799 2.3328
H -2.8808 5.0955 1.6998
H -2.9533 4.4763 4.2270
H -1.3837 2.7816 0.1445
C -3.9758 -5.4755 3.2882
C -3.6962 -6.8476 2.5768
O -4.7887 -7.2920 1.8100
O -4.0575 -4.3167 2.4397
H -3.0372 -5.2335 3.7867
H -4.9006 -5.4809 3.8651
H -3.4332 -7.6706 3.2413
H -2.8599 -6.7584 1.8835
H -5.1024 -6.4583 1.4521
H -3.2822 -4.2676 1.8758
```

Output
Net charge = -1
ΔE to the lowest compared entry with this formula, charge and spin = 0.000 eV

Here are the Löwdin charges for atoms 1 to 8, given in e: number 1, O, carries 0.146; number 2, C, carries -0.369; number 3, O, carries 0.275; number 4, B, carries -0.819; number 5, O, carries 0.246; number 6, C, carries -0.311; number 7, O, carries 0.144; number 8, O, carries 0.311

***

Entry 2:
# C14H42ClN2O10

A cluster of 7 separate species, C14H42ClN2O10 in total in a non-equilibrium geometry (wB97M-V/def2-TZVPD, the Open Molecules 2025 dataset).

XYZ file:
```
69
Properties=species:S:1:pos:R:3
Cl 16.6501 8.2607 -10.2088
O 17.2712 8.7906 -11.4042
O 17.6094 8.4946 -9.2200
O 15.5513 9.1604 -9.9237
O 16.4300 6.8243 -10.3488
O 19.5832 6.7283 -11.1416
H 19.1822 6.6239 -12.0045
H 18.8719 7.0413 -10.5827
C 11.7697 9.1737 -10.2164
C 11.7145 9.1891 -8.6813
C 11.9344 7.8119 -8.0280
O 11.9544 8.0137 -6.5743
C 12.2806 6.9130 -5.7689
N 12.6706 10.2270 -8.3359
H 11.5714 10.1484 -10.6622
H 11.1408 8.4166 -10.6848
H 12.7968 8.9793 -10.5252
H 10.7761 9.5892 -8.2974
H 12.8991 7.3228 -8.1627
H 11.1027 7.1428 -8.2484
H 13.2763 6.5546 -6.0301
H 11.4396 6.2200 -5.7896
H 12.3638 7.2262 -4.7281
H 12.8257 9.8962 -7.3943
H 13.4179 9.8945 -8.9284
C 17.3646 13.7334 -8.0357
C 17.3209 12.5521 -9.0342
C 17.7933 12.9210 -10.4320
O 16.7931 13.3590 -11.4270
C 16.1384 12.2628 -11.9896
N 18.0975 11.4659 -8.3978
H 17.0898 13.4523 -7.0190
H 16.6132 14.4639 -8.3357
H 18.2774 14.3127 -7.8968
H 16.2840 12.2162 -9.0494
H 18.4399 12.1682 -10.8829
H 18.3331 13.8636 -10.3413
H 15.4700 11.8096 -11.2576
H 16.8448 11.5611 -12.4329
H 15.5353 12.5838 -12.8390
H 17.7278 10.9969 -7.5833
H 18.0809 10.7405 -9.1003
C 13.4663 6.4782 -14.2522
C 14.2137 6.9397 -12.9360
O 13.6418 6.2464 -11.8824
H 12.4248 6.7887 -14.1685
H 13.4642 5.3911 -14.3315
H 13.9422 6.8460 -15.1613
H 14.0106 7.9971 -12.7659
H 15.2882 6.7598 -12.9726
H 14.3230 6.2736 -11.2065
C 21.2847 9.5860 -9.5346
C 21.5566 9.4763 -11.0342
O 21.6752 8.1052 -11.4097
H 21.0999 10.5930 -9.1605
H 22.1360 9.2484 -8.9435
H 20.3699 9.0130 -9.3831
H 22.5277 9.9066 -11.2788
H 20.8205 9.9690 -11.6695
H 20.9608 7.5584 -11.0749
C 17.2226 4.5118 -12.7784
C 18.0720 3.5431 -13.5116
O 17.5232 2.2770 -13.4822
H 16.1857 4.4906 -13.1138
H 17.5344 5.5416 -12.9527
H 17.2363 4.3516 -11.7003
H 19.0970 3.4871 -13.1454
H 18.2313 3.8216 -14.5534
H 18.1200 1.6481 -13.8945
```

Output
Net charge = -1
Total energy = -1880.421425 Eh

Here are the natural (NBO) charges for atoms 1 to 8, given in e: number 1, Cl, carries 2.543; number 2, O, carries -0.901; number 3, O, carries -0.898; number 4, O, carries -0.860; number 5, O, carries -0.860; number 6, O, carries -0.946; number 7, H, carries 0.483; number 8, H, carries 0.498

***

Entry 3:
# C14H42FO7

A cluster of 8 separate species, C14H42FO7 in total in a non-equilibrium geometry (wB97M-V/def2-TZVPD, the Open Molecules 2025 dataset).

XYZ file:
```
64
Properties=species:S:1:pos:R:3
F 0.0946 -0.0094 -0.4859
C 1.7743 -3.4958 3.1131
C 0.6233 -3.8164 2.1554
O 0.5161 -2.8047 1.2007
H 2.7224 -3.3093 2.6087
H 1.9541 -4.3621 3.7498
H 1.5510 -2.6457 3.7577
H -0.3285 -3.9923 2.6567
H 0.8200 -4.7617 1.6496
H 0.4096 -1.9736 1.6693
C 2.4410 3.9567 -1.1246
C 1.3347 2.9896 -1.5336
O 0.6349 2.7101 -0.3377
H 1.9076 4.8235 -0.7346
H 3.0268 4.2965 -1.9787
H 3.1632 3.6625 -0.3631
H 1.7978 2.1026 -1.9659
H 0.6473 3.4269 -2.2578
H 0.3534 1.7936 -0.3863
C -2.6324 2.7638 0.7800
C -2.8386 1.2460 0.8062
O -2.5596 0.6815 -0.4089
H -3.4596 3.2614 0.2738
H -1.7089 3.1588 0.3568
H -2.7075 3.1619 1.7919
H -3.8567 0.9649 1.0755
H -2.2703 0.7663 1.6030
H -1.6052 0.5820 -0.3808
C 0.3335 0.9709 4.3347
C 0.7934 0.8381 2.8559
O 0.1579 -0.3006 2.2344
H 0.4749 0.0235 4.8549
H -0.7350 1.1820 4.2913
H 0.9187 1.7946 4.7434
H 1.8614 0.6205 2.8465
H 0.6884 1.7835 2.3237
H 0.1858 -0.1253 1.2909
C 3.8311 0.7421 0.9501
C 3.4499 -0.7169 0.4375
O 2.8097 -0.6362 -0.8375
H 2.9468 1.3759 1.0171
H 4.5491 1.2017 0.2708
H 4.3867 0.7383 1.8879
H 2.8158 -1.2302 1.1604
H 4.2783 -1.4232 0.3818
H 1.9347 -0.2804 -0.6661
C -1.5090 0.2147 -3.8093
C -0.0267 0.5097 -4.2193
O 0.8572 -0.0524 -3.2761
H -2.1600 0.8185 -4.4416
H -1.7557 0.4332 -2.7703
H -1.7697 -0.8205 -4.0293
H 0.2045 1.5746 -4.1957
H 0.1252 0.1127 -5.2230
H 0.6009 0.2390 -2.3980
C -3.8068 -3.4406 -2.6268
C -3.6669 -2.5666 -1.3744
O -2.3788 -1.9806 -1.4662
H -3.6161 -2.8576 -3.5278
H -4.8409 -3.7197 -2.8288
H -3.0898 -4.2503 -2.4913
H -3.7933 -3.0885 -0.4259
H -4.3832 -1.7528 -1.4876
H -2.4766 -1.1087 -1.0766
```

Output
Net charge = -2
⟨S²⟩ = 0.750
Total energy = -1185.043797 Eh
2S+1 = 2

Here are the natural (NBO) charges for atoms 1 to 8, given in e: number 1, F, carries -0.879; number 2, C, carries -0.746; number 3, C, carries -0.053; number 4, O, carries -0.734; number 5, H, carries 0.200; number 6, H, carries 0.174; number 7, H, carries 0.206; number 8, H, carries 0.138

***

Entry 4:
# C14H42NO10

A cluster of 8 separate species, C14H42NO10 in total in a non-equilibrium geometry (wB97M-V/def2-TZVPD, the Open Molecules 2025 dataset).

XYZ file:
```
67
Properties=species:S:1:pos:R:3
N -0.1819 -0.5016 0.3567
O -0.6180 -0.0226 1.4196
O 0.8381 -1.1050 0.4130
O -0.7711 -0.2256 -0.6992
C 1.9061 -4.9446 1.4903
C 2.5312 -3.7085 2.2546
O 1.4302 -2.8389 2.6276
H 1.3063 -4.6115 0.6433
H 1.4091 -5.6939 2.1065
H 2.7690 -5.4656 1.0756
H 3.3336 -3.3820 1.5931
H 2.9763 -4.0683 3.1822
H 1.2619 -2.2598 1.8806
C -2.1497 3.8545 4.4967
C -1.7700 2.5123 3.9502
O -0.8445 2.5243 2.8601
H -1.3022 4.4994 4.7290
H -2.6946 3.8818 5.4404
H -2.6808 4.3639 3.6926
H -2.6855 2.0098 3.6380
H -1.3659 1.8782 4.7393
H -0.9175 1.6878 2.3948
C 3.5907 -0.1467 1.7702
C 3.9318 0.6057 0.4762
O 4.3248 1.9384 0.7563
H 2.6749 0.2506 2.2079
H 4.3590 -0.0063 2.5305
H 3.5218 -1.2195 1.5904
H 3.1662 0.5767 -0.2991
H 4.7137 0.0575 -0.0494
H 4.9351 2.2023 0.0639
C -5.0307 -0.1893 2.7079
C -3.7885 -0.4681 1.8982
O -3.1964 0.6464 1.2699
H -5.0572 0.6713 3.3762
H -5.1894 -1.0499 3.3578
H -5.9619 -0.0210 2.1669
H -4.0190 -1.1940 1.1185
H -3.0554 -0.8780 2.5929
H -2.2962 0.4749 1.5561
C -0.6443 1.3801 -5.1313
C -1.6973 0.2553 -4.7592
O -1.7638 -0.0139 -3.4350
H 0.3831 1.1489 -4.8499
H -0.8378 2.2830 -4.5521
H -0.7639 1.5837 -6.1954
H -1.3195 -0.6564 -5.2220
H -2.6468 0.6050 -5.1644
H -0.9340 -0.4483 -3.2246
C 1.0034 4.0591 -0.5240
C 0.6384 3.1329 -1.6824
O -0.5417 2.4165 -1.3698
H 1.2239 3.3781 0.2980
H 0.1699 4.7136 -0.2690
H 1.8121 4.7899 -0.5229
H 1.4408 2.4795 -2.0249
H 0.4038 3.8342 -2.4832
H -0.4052 1.8268 -0.6246
C 0.1864 -3.5407 -4.3257
C 0.9285 -3.0026 -3.1256
O 0.5830 -1.6437 -3.0105
H 0.3802 -4.6076 -4.2153
H 0.5988 -3.0896 -5.2282
H -0.8894 -3.4283 -4.1912
H 2.0107 -3.0552 -3.2442
H 0.7198 -3.5853 -2.2284
H 0.5574 -1.4495 -2.0707
```

Output
Net charge = 0
⟨S²⟩ = 0.757
Total energy = -1365.384698 Eh
2S+1 = 2

Here are the natural (NBO) charges for atoms 1 to 8, given in e: number 1, N, carries 0.705; number 2, O, carries -0.249; number 3, O, carries -0.292; number 4, O, carries -0.203; number 5, C, carries -0.626; number 6, C, carries -0.074; number 7, O, carries -0.726; number 8, H, carries 0.197

***

Entry 5:
# C14H42O11

A cluster of 7 separate species, C14H42O11 in total in a non-equilibrium geometry (wB97M-V/def2-TZVPD, the Open Molecules 2025 dataset).

XYZ file:
```
67
Properties=species:S:1:pos:R:3
O -12.3493 -3.7690 8.5417
C -11.9380 -4.8563 7.7873
C -11.3539 -5.9699 8.6889
O -12.3509 -6.7404 9.2548
H -13.0573 -4.1235 9.0846
H -12.7416 -5.1761 7.1240
H -11.1885 -4.4990 7.0812
H -10.7686 -5.4601 9.4542
H -10.6252 -6.5797 8.1547
H -12.9954 -6.0924 9.5485
O -7.7649 -3.8213 3.8563
C -8.0035 -5.2216 3.9621
C -9.4161 -5.5148 4.4250
O -10.4530 -4.8539 3.6953
H -8.5057 -3.5028 3.3353
H -7.8864 -5.6960 2.9878
H -7.3177 -5.6222 4.7086
H -9.5008 -5.0945 5.4272
H -9.5974 -6.5855 4.5182
H -11.2762 -5.2068 4.0408
O -9.1809 -10.9152 6.2132
C -9.9365 -9.6954 6.3702
C -10.7824 -9.3792 5.1481
O -10.0592 -8.8409 4.0719
H -8.4104 -10.6411 5.7104
H -10.5586 -9.7494 7.2636
H -9.1968 -8.9149 6.5484
H -11.5105 -8.6040 5.3867
H -11.3108 -10.2932 4.8767
H -9.8770 -9.5580 3.4602
O -13.2628 -6.5966 1.4478
C -12.3864 -7.5380 0.8694
C -12.4016 -8.8806 1.5837
O -13.6857 -9.4733 1.3972
H -13.2512 -5.8069 0.9020
H -12.6349 -7.7302 -0.1744
H -11.3735 -7.1486 0.9720
H -12.1162 -8.7330 2.6253
H -11.6431 -9.4975 1.1018
H -14.3163 -8.8903 1.8260
C -17.8023 -6.5502 1.8406
C -17.5726 -7.7996 2.8129
O -16.6052 -8.6491 2.2444
H -18.6664 -5.9639 2.1533
H -18.0863 -6.8436 0.8300
H -16.9899 -5.8250 1.7938
H -18.4764 -8.3679 3.0327
H -17.1864 -7.5597 3.8036
H -16.9613 -9.0262 1.4365
C -16.2786 -11.3751 4.4001
C -16.7592 -10.8546 5.6865
O -17.7393 -11.6623 6.2166
H -15.3002 -11.0076 4.0907
H -17.0132 -11.1347 3.6315
H -16.0763 -12.4459 4.4212
H -17.0891 -9.8192 5.6017
H -15.9252 -10.9506 6.3817
H -18.1384 -11.1693 6.9372
C -14.3569 -7.5587 5.3963
C -14.1853 -6.2445 4.6014
O -12.8675 -6.1030 4.2092
H -15.4364 -7.6854 5.4779
H -13.9824 -7.5294 6.4196
H -13.9019 -8.3733 4.8329
H -14.5215 -5.5008 5.3239
H -14.8507 -6.1395 3.7445
H -12.8400 -6.3672 3.2867
```

Output
Net charge = 0
ΔE to the lowest compared entry with this formula, charge and spin = 0.873 eV
SMILES = OCCO.OCCO.OCCO.OCCO.CCO.CCO.CCO

Here are the natural (NBO) charges for atoms 1 to 8, given in e: number 1, O, carries -0.690; number 2, C, carries -0.105; number 3, C, carries -0.094; number 4, O, carries -0.692; number 5, H, carries 0.442; number 6, H, carries 0.163; number 7, H, carries 0.188; number 8, H, carries 0.165

***

Entry 6:
# C14H42O14

A cluster of 7 separate species, C14H42O14 in total in a non-equilibrium geometry (wB97M-V/def2-TZVPD, the Open Molecules 2025 dataset).

XYZ file:
```
70
Properties=species:S:1:pos:R:3
O 1.6822 3.6084 -0.3665
C 0.6608 4.1315 -1.2076
C 1.2569 4.7877 -2.3825
O 1.7819 3.6822 -3.1725
H 1.3220 2.8845 0.1989
H 0.1219 3.2889 -1.6541
H -0.0505 4.8213 -0.7162
H 2.0318 5.5095 -2.0842
H 0.4677 5.2806 -2.9565
H 2.0350 3.9379 -4.0640
O 5.6678 -1.3471 3.5855
C 5.1493 -1.8514 2.3211
C 3.9179 -1.0648 2.0875
O 2.8837 -1.4423 3.0551
H 6.1040 -2.0101 4.1338
H 5.9049 -1.5912 1.5661
H 4.8877 -2.9135 2.3293
H 3.5122 -1.3331 1.1040
H 4.1464 -0.0062 2.1276
H 3.3092 -1.5554 3.9201
O -2.8773 -1.3822 2.6909
C -4.0045 -1.0839 3.4956
C -3.7796 0.0007 4.5124
O -3.0028 -0.5954 5.5331
H -2.9811 -1.1022 1.7645
H -4.9226 -0.8098 2.9574
H -4.1835 -2.0210 4.0428
H -4.7678 0.2860 4.9021
H -3.2532 0.8655 4.0848
H -2.6429 0.0940 6.0911
O 1.0573 1.0443 -2.3971
C 0.8988 0.1579 -3.4814
C -0.2863 0.4299 -4.3798
O -0.0147 1.4393 -5.3407
H 1.3305 1.9801 -2.5960
H 1.7635 0.2008 -4.1612
H 0.8719 -0.8134 -2.9598
H -1.1275 0.7636 -3.7812
H -0.6363 -0.4898 -4.8656
H 0.4655 0.9999 -6.0500
O -2.3765 2.6373 -0.2438
C -3.7349 2.1731 -0.1114
C -3.8912 0.7950 -0.6340
O -3.1848 -0.0420 0.2148
H -2.1437 2.7597 -1.1823
H -3.9638 2.2858 0.9657
H -4.4031 2.8062 -0.7123
H -3.5054 0.7793 -1.6531
H -4.9358 0.4740 -0.6676
H -2.2718 -0.2596 -0.0861
O -0.8099 -4.4698 -1.3556
C 0.3877 -4.7572 -0.5798
C 1.5301 -3.7815 -0.8676
O 1.9126 -4.2210 -2.2341
H -0.5648 -4.6898 -2.2689
H 0.0741 -4.8100 0.4734
H 0.7944 -5.7234 -0.9126
H 2.3432 -3.9596 -0.1481
H 1.2780 -2.7329 -0.9195
H 2.6057 -3.6390 -2.5671
O 0.0888 1.7494 1.0064
C -0.0240 0.3769 1.5610
C 0.2535 -0.6702 0.5433
O -0.5314 -0.4195 -0.6316
H -0.7353 1.9520 0.5163
H 0.7995 0.3152 2.2753
H -0.9320 0.2429 2.1622
H 0.0111 -1.6706 0.9163
H 1.3410 -0.6128 0.3756
H -0.1117 0.3306 -1.1218
```

Output
Net charge = 0
ΔE to the lowest compared entry with this formula, charge and spin = 0.643 eV
SMILES = OCCO.OCCO.OCCO.OCCO.OCCO.OCCO.OCCO

Here are the natural (NBO) charges for atoms 1 to 8, given in e: number 1, O, carries -0.751; number 2, C, carries -0.090; number 3, C, carries -0.080; number 4, O, carries -0.759; number 5, H, carries 0.514; number 6, H, carries 0.154; number 7, H, carries 0.173; number 8, H, carries 0.185

***

Number 1: M 605.28 g mol⁻¹. Number 2: M 433.95 g mol⁻¹. Number 3: M 341.48 g mol⁻¹. Number 4: M 384.49 g mol⁻¹. Number 5: M 386.48 g mol⁻¹. Number 6: M 434.48 g mol⁻¹.